a.
Entry from OMol25: a 4-piece molecular cluster, C16H40O8 overall (ωB97M-V with the def2-TZVPD basis set).

- LUMO (eV) = 0.82
- Kohn-Sham gap (Ha) = 0.368
- charge = 0
- HOMO level (eV) = -9.2

Last column: Mulliken charge in e.
Cartesian coordinates (Å):
O  2.73  2.91  -0.23  -0.3460
O  10.25  -4.49  3.00  -0.3210
O  7.57  -4.11  0.51  -0.3716
O  -4.80  -3.05  2.86  -0.3774
O  -7.55  -2.66  1.76  -0.3523
O  -4.06  3.96  -5.05  -0.2998
O  1.17  2.76  2.23  -0.3148
O  -5.33  6.14  -6.09  -0.2696
C  -5.68  -3.30  3.88  -0.5799
C  -5.28  4.44  -4.55  -0.5415
C  -5.12  -3.10  1.56  -0.3491
C  9.33  -5.00  2.05  -0.3964
C  2.67  4.31  -0.06  -0.6497
C  -3.16  3.50  -4.03  -0.7519
C  1.58  3.25  3.48  -0.7088
C  -6.30  -2.21  1.18  -0.5413
C  7.85  -4.88  -0.62  -0.6832
C  2.03  1.67  1.77  -0.5495
C  -6.10  5.02  -5.70  -0.5073
C  -6.03  7.09  -6.88  -0.8262
C  3.19  2.23  0.91  -0.4796
C  10.70  -5.51  3.85  -0.7432
C  8.79  -3.83  1.20  -0.4606
C  -8.13  -3.85  1.37  -0.7184
H  -5.22  5.17  -3.74  0.3235
H  2.25  0.94  2.55  0.4153
H  -6.23  -1.21  1.61  0.2683
H  9.88  -5.98  4.41  0.3258
H  1.70  2.43  4.19  0.3254
H  11.41  -6.21  3.40  0.2887
H  -8.62  -3.69  0.41  0.2969
H  11.30  -4.90  4.52  0.2570
H  1.43  1.12  1.04  0.2711
H  -5.54  8.07  -6.89  0.2828
H  -8.88  -3.92  2.16  0.2071
H  -6.58  -2.15  0.13  0.4002
H  3.45  4.73  0.56  0.2904
H  6.99  -4.94  -1.29  0.2464
H  8.08  -5.91  -0.34  0.2548
H  3.92  2.76  1.52  0.3606
H  -4.36  -2.72  0.88  0.3295
H  -5.93  3.66  -4.13  0.3744
H  -3.09  4.42  -3.45  0.3412
H  0.78  3.91  3.81  0.2544
H  -6.25  -2.41  4.16  0.2455
H  -7.46  -4.71  1.43  0.3429
H  -6.98  7.39  -6.43  0.3172
H  8.73  -4.48  -1.11  0.3201
H  8.50  -5.51  2.55  0.3341
H  1.79  4.58  0.53  0.2602
H  9.73  -5.81  1.44  0.3268
H  9.56  -3.45  0.52  0.3410
H  2.67  4.77  -1.05  0.2571
H  -7.00  5.38  -5.20  0.3487
H  -2.19  3.27  -4.47  0.2499
H  8.59  -3.05  1.93  0.2811
H  2.51  3.82  3.53  0.2709
H  -5.15  -3.60  4.79  0.2510
H  -5.39  -4.09  1.20  0.3248
H  -6.39  -4.10  3.65  0.2522
H  -6.38  4.37  -6.53  0.3604
H  -6.34  6.75  -7.87  0.3117
H  -3.36  2.67  -3.34  0.2866
H  3.73  1.37  0.52  0.3430

b.
Entry from OMol25: a 4-piece molecular cluster, C16H40O8 overall (ωB97M-V with the def2-TZVPD basis set).

- LUMO (eV) = 0.75
- Kohn-Sham gap (Ha) = 0.365
- charge = 0
- HOMO level (eV) = -9.2

Last column: Mulliken charge in e.
Cartesian coordinates (Å):
O  3.59  -2.29  -3.48  -0.3448
O  -3.26  -0.01  2.35  -0.3919
O  -1.79  2.94  0.32  -0.5197
O  -1.11  -1.95  3.52  -0.1471
O  5.37  -0.95  -6.41  -0.3944
O  0.04  0.31  -1.98  -0.4567
O  0.57  -2.70  0.13  -0.4393
O  -2.77  3.89  3.64  -0.2205
C  -1.43  0.33  -2.04  -0.5761
C  -3.21  4.97  4.40  -0.7767
C  2.83  -1.13  -3.04  -0.7760
C  -2.42  -0.34  1.30  1.1018
C  -2.00  2.83  1.70  -0.0887
C  0.64  -0.97  -1.59  -0.1332
C  -2.28  -1.37  4.16  -0.7233
C  -3.48  -1.08  3.27  -0.5706
C  5.67  0.31  -5.91  -0.7033
C  -2.19  4.21  2.34  -0.7046
C  0.10  -1.91  4.29  -0.9064
C  4.31  -1.55  -5.78  -0.3201
C  -1.72  1.75  -0.47  -0.9801
C  0.50  -1.28  -0.09  1.2113
C  0.07  -3.03  1.41  -0.5856
C  4.67  -2.11  -4.40  -0.4514
H  1.65  -0.96  -2.01  -0.4527
H  -0.08  -2.41  5.24  0.3843
H  1.27  -0.82  0.53  0.4308
H  -2.54  1.05  -0.31  0.7009
H  -2.65  -2.00  4.97  0.4332
H  -4.32  -0.83  3.91  0.3958
H  -2.84  4.83  1.72  0.3459
H  6.47  0.79  -6.48  0.2759
H  0.83  -2.44  3.68  0.3906
H  0.06  -4.12  1.45  0.2608
H  -2.86  -0.95  0.51  0.6396
H  2.29  -1.48  -2.17  0.3217
H  -1.73  2.04  -1.52  0.3315
H  -1.76  0.30  -1.00  -0.2832
H  -1.39  -0.52  1.61  0.7195
H  -0.38  -0.80  0.33  -1.2129
H  -1.23  4.71  2.49  0.3309
H  3.96  -2.33  -6.45  0.2775
H  -0.98  -2.72  1.43  0.2056
H  4.81  0.97  -5.78  0.3013
H  -4.00  5.50  3.87  0.3044
H  0.65  -2.53  2.18  0.1930
H  -1.12  2.33  2.11  0.1555
H  0.23  -1.82  -2.13  0.5115
H  3.54  -0.79  -5.76  0.3338
H  -2.35  5.54  4.74  0.2949
H  0.48  -0.96  4.66  0.3607
H  5.45  -1.60  -3.85  0.3316
H  -3.79  -1.98  2.72  0.3280
H  -1.86  -0.40  -2.72  0.4656
H  2.10  -0.71  -3.73  0.2607
H  -0.75  1.28  -0.29  0.5233
H  3.48  -0.36  -2.63  0.3440
H  -1.86  1.31  -2.18  0.1747
H  -1.94  -0.51  4.73  0.4129
H  -2.85  2.15  1.82  0.2880
H  -3.67  4.64  5.33  0.2289
H  6.11  0.19  -4.92  0.2739
H  -2.23  0.61  0.81  -1.9388
H  5.14  -3.08  -4.59  0.2538

Which one is most stable, and which one is least stable? a is the most stable of them, while b is the least stable.

a.
Entry from OMol25: an isolated molecule of C4H4N2O3 (ωB97M-V with the def2-TZVPD basis set).

- LUMO (eV) = -0.62
- Kohn-Sham gap (Ha) = 0.336
- charge = 0
- HOMO level (eV) = -9.8

Last column: Mulliken charge in e.
Cartesian coordinates (Å):
O  -1.15  0.60  -2.05  -0.5727
O  0.12  -0.28  1.60  -0.2738
O  2.25  -0.47  0.95  -0.3470
N  1.60  0.78  -1.20  -0.7201
N  1.01  -0.65  0.53  -0.0328
C  -0.79  0.08  -1.01  0.7644
C  -1.67  -0.40  0.00  -0.4290
C  0.67  0.12  -0.65  0.4573
C  -1.20  -0.50  1.26  -0.1970
H  1.25  1.32  -2.04  0.2813
H  -1.77  -0.60  2.21  0.3795
H  -2.75  -0.46  -0.26  0.3408
H  2.43  0.45  0.67  0.3489

b.
Entry from OMol25: an isolated molecule of C4H4N2O3 (ωB97M-V with the def2-TZVPD basis set).

- LUMO (eV) = 0.16
- Kohn-Sham gap (Ha) = 0.396
- charge = 0
- HOMO level (eV) = -10.6

Last column: Mulliken charge in e.
Cartesian coordinates (Å):
O  2.30  0.19  1.46  -0.5655
O  0.22  1.43  -2.22  -0.6137
O  -1.69  -1.76  0.99  -0.5059
N  0.20  -0.69  1.11  -0.1936
N  0.91  1.02  -0.12  -0.1296
C  -1.17  -0.21  -0.76  -0.2585
C  -0.07  0.77  -1.12  0.2642
C  1.26  0.20  0.86  0.4245
C  -0.92  -1.04  0.52  0.4194
H  0.72  -1.42  1.84  0.2938
H  -1.89  0.78  -0.49  0.2122
H  -1.59  -0.82  -1.58  0.3703
H  1.72  1.55  -0.50  0.2825

Which one is most stable, and which one is least stable? b is the most stable of them, while a is the least stable.

a.
Entry from OMol25: C8H13NO as an isolated structure (ωB97M-V with the def2-TZVPD basis set).

- LUMO (eV) = 0.73
- Kohn-Sham gap (Ha) = 0.374
- charge = 0
- HOMO level (eV) = -9.5

Last column: Mulliken charge in e.
Cartesian coordinates (Å):
O  2.99  0.81  0.81  -0.6777
N  2.11  -1.20  1.15  -0.7284
C  0.85  -0.18  -0.86  0.4953
C  -1.22  -1.42  0.18  -0.6095
C  -2.15  -0.22  0.34  -0.7672
C  -0.19  -1.31  -0.95  -1.0318
C  -0.45  1.63  0.44  -0.3717
C  1.81  -0.39  0.27  0.2068
C  0.24  1.24  -0.85  -1.0426
C  -1.50  1.00  0.95  -0.2818
H  -1.95  1.39  1.87  0.3780
H  -0.71  -1.62  1.13  0.3701
H  -3.01  -0.52  0.96  0.3605
H  -1.83  -2.31  -0.03  0.3363
H  1.01  1.98  -1.09  0.5163
H  1.47  -0.25  -1.77  0.2808
H  -0.06  2.51  0.96  0.3389
H  0.35  -2.27  -1.03  0.3541
H  -0.72  -1.17  -1.90  0.4245
H  -2.57  0.04  -0.65  0.2821
H  2.95  1.41  0.06  0.2645
H  -0.48  1.27  -1.68  0.4100
H  3.04  -0.42  1.68  0.4925

b.
Entry from OMol25: an isolated molecule of C8H13NO (ωB97M-V with the def2-TZVPD basis set).

- LUMO (eV) = 0.15
- Kohn-Sham gap (Ha) = 0.358
- charge = 0
- HOMO level (eV) = -9.6

Last column: Mulliken charge in e.
Cartesian coordinates (Å):
O  0.94  -1.85  -0.60  -0.5870
N  1.71  0.37  0.26  -0.5515
C  0.55  -0.28  -0.35  0.8797
C  1.57  1.11  -1.93  -0.2356
C  2.25  1.12  -0.59  -0.5303
C  -0.35  -1.04  1.83  -1.8672
C  -0.85  1.23  1.03  -1.8200
C  -1.85  -0.74  -0.21  -1.6429
C  -0.69  -0.25  0.53  1.7991
C  0.56  0.23  -1.77  -0.8508
H  -0.60  1.96  0.31  0.4173
H  1.78  1.68  -2.86  0.3856
H  -2.68  -0.87  0.45  0.4481
H  3.02  1.77  -0.34  0.4918
H  -0.13  -0.26  -2.45  0.4647
H  -0.32  1.50  1.87  0.4537
H  1.72  -1.72  -1.24  0.4534
H  0.52  -0.70  2.18  0.5362
H  -1.96  0.13  -0.96  0.3867
H  -0.36  -2.18  1.72  0.3002
H  -1.21  -0.78  2.51  0.4241
H  -1.76  -1.73  -0.80  0.1923
H  -1.86  1.30  1.38  0.4524

Which one is most stable, and which one is least stable? b is the most stable of them, while a is the least stable.